1.
# C31H26BaClN6O7S2Se2

A structure of composition C31H26BaClN6O7S2Se2 in a non-equilibrium geometry (ωB97M-V/def2-TZVPD, the OMol25 dataset).

Last column: Mulliken charge in e.
Atoms and positions in Å:
Ba (0.57463, 0.13297, 0.23509)  1.8905
S (1.91384, 5.39635, 0.22427)  -0.2595
C (2.31209, 4.87654, 1.80627)  -0.3813
C (2.06674, 3.54090, 1.95892)  -0.7624
C (1.55796, 2.84800, 0.80953)  -1.0861
C (1.42601, 3.76208, -0.20789)  1.2658
C (0.95868, 3.53210, -1.57750)  -0.2825
C (0.61077, 4.61038, -2.41152)  -0.8617
C (0.18736, 4.37744, -3.70595)  -0.6361
C (0.11045, 3.07130, -4.16192)  -0.9204
C (0.46408, 2.06146, -3.28006)  -0.4228
N (0.88095, 2.26621, -2.03336)  1.0116
H (2.70145, 5.57002, 2.53889)  0.4237
H (2.26574, 3.04746, 2.90722)  0.3938
H (0.66290, 5.62140, -2.03253)  0.4280
H (-0.08244, 5.20752, -4.34813)  0.3820
H (-0.21427, 2.82621, -5.16450)  0.4933
H (0.45116, 1.02685, -3.60810)  0.3332
O (-5.12615, -0.45857, 5.33819)  -0.5209
C (-4.86506, 0.65668, 4.49320)  -0.7210
C (-3.53958, 0.47280, 3.81256)  0.6808
C (-2.73475, 1.56334, 3.53053)  -0.9224
C (-1.56125, 1.37395, 2.81767)  -0.3068
N (-1.17154, 0.15876, 2.44303)  -0.1754
C (-1.92235, -0.90780, 2.71322)  0.7055
C (-3.12600, -0.78317, 3.39971)  -0.5265
C (-1.45661, -2.24968, 2.21981)  -0.2856
C (-1.98664, -3.42412, 2.75951)  -0.7318
C (-1.60706, -4.64681, 2.22581)  0.6018
C (-2.14791, -5.94174, 2.77887)  -0.6823
O (-2.52584, -5.87102, 4.14356)  -0.5352
C (-0.71349, -4.65448, 1.16264)  -1.2509
C (-0.20449, -3.44947, 0.70939)  -0.7093
N (-0.55849, -2.28849, 1.24460)  0.5876
H (-6.01413, -0.36877, 5.69599)  0.2996
H (-4.85461, 1.59116, 5.06189)  0.3442
H (-5.63852, 0.73985, 3.72122)  0.2852
H (-3.02346, 2.56270, 3.83535)  0.3905
H (-0.90481, 2.19938, 2.55043)  0.3352
H (-3.75913, -1.63709, 3.58927)  0.3780
H (-2.68790, -3.39098, 3.58012)  0.6521
H (-1.41242, -6.73561, 2.61749)  0.3691
H (-3.05006, -6.21857, 2.23114)  0.2781
H (-1.82880, -5.41378, 4.62792)  0.3252
H (-0.39746, -5.58330, 0.70025)  0.4177
H (0.52108, -3.40658, -0.09521)  0.6342
Se (3.51287, 0.68482, -4.90742)  -0.1079
Se (3.91206, -1.50379, -4.30672)  -0.1267
C (2.14376, -2.04140, -3.73338)  0.4028
C (2.02121, -3.33308, -3.22630)  -0.5712
C (0.77271, -3.74999, -2.81968)  -0.3177
C (-0.30426, -2.87528, -2.91093)  -0.3355
C (-0.06911, -1.61578, -3.43010)  -0.4527
N (1.13447, -1.20459, -3.84861)  -0.2365
C (3.92663, 1.55962, -3.24003)  0.4649
C (3.94875, 2.95411, -3.26408)  -0.6144
C (4.21666, 3.60481, -2.06949)  -0.3767
C (4.44840, 2.85091, -0.92519)  -0.3111
C (4.39765, 1.47377, -1.02519)  -0.5446
N (4.14679, 0.83176, -2.16996)  -0.1387
H (2.88579, -3.97711, -3.13014)  0.3375
H (0.63837, -4.74947, -2.41948)  0.3976
H (-1.29834, -3.14561, -2.57657)  0.3704
H (-0.87874, -0.89796, -3.51843)  0.4292
H (3.75183, 3.50318, -4.17572)  0.3682
H (4.22888, 4.68655, -2.02346)  0.3732
H (4.61983, 3.31856, 0.03576)  0.3836
H (4.54850, 0.85054, -0.14949)  0.4354
O (2.41948, -0.87105, 2.00984)  -0.5844
S (3.12138, -1.61274, 0.90709)  0.1610
N (2.65043, -1.57957, -0.48089)  -0.2163
O (-3.59875, 0.05621, -2.21422)  -0.6987
Cl (-3.11995, -0.16742, -0.89521)  1.6618
O (-3.18258, -1.55698, -0.56177)  -0.6889
O (-3.83657, 0.60740, 0.06375)  -0.6752
O (-1.70881, 0.23581, -0.85086)  -0.7138

Properties
Net charge: -1
E, eV: -221417.6155
Relative energy (zero: lowest compared OMol25 entry of this formula, charge and spin), eV: 0.258
HOMO level, Ha: -0.1776

2.
# HN3O5S

An isolated molecule of HN3O5S in a non-equilibrium geometry (ωB97M-V/def2-TZVPD, the OMol25 dataset).

Last column: Mulliken charge in e.
Atoms and positions in Å:
N (0.96562, 1.22585, -1.28816)  -0.3747
N (0.99834, -0.59854, 0.95956)  0.8488
N (-1.49129, -0.18386, -0.16403)  1.1866
O (1.55196, 0.21630, 1.60307)  -0.4966
O (0.56062, -1.67231, 1.22227)  -0.4685
O (-0.65353, -0.92704, -0.93068)  -0.3681
O (-2.60999, -0.34058, -0.42216)  -0.5852
O (-0.98339, 0.55517, 0.65726)  -0.5416
S (1.04724, -0.22626, -0.98785)  0.4711
H (0.61443, 1.95127, -0.64927)  0.3282

Properties
E, eV: -25550.0811
Relative energy (zero: lowest compared OMol25 entry of this formula, charge and spin), eV: 1.545
HOMO level, Ha: -0.3943

3.
# C3H5N3

A structure of composition C3H5N3 (ωB97M-V/def2-TZVPD, the OMol25 dataset).

Last column: Mulliken charge in e.
Atoms and positions in Å:
N (-1.72002, -0.35300, 0.28088)  -0.4461
C (-0.51118, -0.38680, -0.37471)  0.2777
C (0.59982, -1.17036, -0.00014)  -0.5437
C (1.67793, -0.42731, 0.30469)  -0.3040
N (1.54431, 0.99702, 0.19302)  -0.3811
N (0.37864, 1.30745, -0.07602)  -0.0409
H (-1.75958, -0.94351, 1.09712)  0.2513
H (-2.54029, -0.40834, -0.30050)  0.2453
H (-0.58880, -0.17126, -1.44789)  0.3027
H (2.68022, -0.74240, 0.57045)  0.4261
H (0.23896, 2.29850, -0.24688)  0.2127

Properties
E, eV: -7658.2106
Relative energy (zero: lowest compared OMol25 entry of this formula, charge and spin), eV: 4.245
HOMO level, Ha: -0.3082

4.
# C5H10N2

An isolated molecule of C5H10N2 in a non-equilibrium geometry (ωB97M-V/def2-TZVPD, the OMol25 dataset).

Last column: Mulliken charge in e.
Atoms and positions in Å:
C (1.21163, 1.55821, 0.05281)  -1.2207
C (1.43956, 0.08652, 0.02059)  -0.2748
N (0.73884, -0.89176, 1.06444)  -0.7093
C (0.42607, -0.88187, -0.34828)  0.1613
C (-0.93176, -0.26840, -0.63787)  -0.2896
C (-2.18038, -0.89401, -0.16294)  -0.4790
N (-1.69208, 0.34404, 0.44099)  -0.6025
H (2.05825, 2.09573, 0.48894)  0.3667
H (0.30316, 1.79819, 0.60614)  0.3913
H (1.08482, 1.88324, -0.98368)  0.2564
H (2.44222, -0.25109, -0.27367)  0.4094
H (1.71373, -0.70132, 1.37235)  0.3467
H (0.71857, -1.67198, -1.04305)  0.4421
H (-0.94616, 0.29988, -1.57176)  0.3392
H (-3.09390, -0.80108, -0.74627)  0.2606
H (-2.08507, -1.81336, 0.41170)  0.2473
H (-1.20751, 0.10906, 1.30957)  0.3549

Properties
E, eV: -8323.5898
SMILES string: C[C@H]1N[C@H]1[C@H]1CN1
Relative energy (zero: lowest compared OMol25 entry of this formula, charge and spin), eV: 3.743
HOMO level, Ha: -0.3403

5.
# C32H38N7O7PTi

A structure of composition C32H38N7O7PTi in a non-equilibrium geometry (ωB97M-V/def2-TZVPD, the OMol25 dataset).

Last column: Mulliken charge in e.
Atoms and positions in Å:
Ti (0.41997, 1.32741, -1.67791)  -0.4377
O (-0.06468, -0.53994, -1.53004)  -0.2722
C (-0.42633, -1.38541, -2.54185)  0.4580
C (0.08391, -2.67609, -2.60009)  -0.6771
C (-0.33885, -3.58288, -3.58133)  -0.3347
C (-1.22594, -3.24606, -4.58493)  -0.8707
C (-1.63815, -1.88855, -4.63084)  -0.6557
C (-1.25088, -0.93034, -3.64189)  0.3947
C (-1.61723, 0.40556, -3.73041)  -0.2162
N (-0.97188, 1.42031, -3.12770)  0.3918
C (-1.33167, 2.78116, -3.61224)  -0.8989
C (-0.37574, 3.81302, -3.10587)  -0.8756
N (0.69788, 3.12979, -2.36905)  0.5423
C (1.82445, 3.82357, -2.20240)  -0.3854
C (3.06811, 3.22261, -1.95574)  0.6605
C (4.18871, 4.06403, -1.58475)  -0.8954
C (5.48592, 3.55548, -1.44786)  -0.7067
C (5.66284, 2.15513, -1.57641)  -0.5554
C (4.56083, 1.32983, -1.75119)  -0.5798
C (3.28112, 1.81475, -2.01855)  0.8444
O (2.25064, 0.96377, -2.28386)  -0.4701
H (0.80286, -2.97864, -1.85814)  0.5497
H (0.11157, -4.57210, -3.56184)  0.4277
H (-1.54663, -3.94998, -5.34230)  0.4106
H (-2.17366, -1.52323, -5.50131)  0.3958
H (-2.38093, 0.61905, -4.49246)  0.3866
H (-2.35448, 3.04111, -3.33350)  0.3597
H (-1.32500, 2.75997, -4.74992)  0.5362
H (-0.86350, 4.53553, -2.42516)  0.3770
H (0.03262, 4.35881, -3.97829)  0.4583
H (1.78290, 4.89422, -2.32868)  0.4936
H (4.00660, 5.13614, -1.47769)  0.3847
H (6.30069, 4.21607, -1.26382)  0.4456
H (6.64686, 1.70924, -1.45237)  0.4225
H (4.68255, 0.26430, -1.76328)  0.6272
O (-4.54015, 4.35030, 2.78101)  -0.7197
C (-3.28714, 4.36828, 2.83558)  0.3273
O (-2.62532, 5.08969, 3.65711)  -0.7371
C (-2.57918, 3.62043, 1.84552)  0.4333
C (-3.21039, 3.08475, 0.70100)  -1.1991
C (-2.48096, 2.34508, -0.19948)  -0.3826
N (-1.19489, 2.08387, -0.06990)  0.6794
C (-0.66985, 2.57709, 1.07851)  0.6813
C (-1.24948, 3.35786, 2.07062)  -1.0640
C (0.73443, 2.03223, 1.27810)  0.2911
O (1.22903, 1.91853, 2.40000)  -0.6732
O (1.19403, 1.52421, 0.15167)  -0.1513
H (-4.26065, 3.26052, 0.48780)  0.4987
H (-2.98288, 1.85133, -1.02379)  0.6314
H (-0.61721, 3.62060, 2.89643)  0.6391
C (-1.62751, -1.06246, 2.31407)  -0.3929
N (-1.98835, -1.84820, 3.46190)  0.1887
C (-1.71512, -3.28212, 3.16293)  -0.6058
N (-2.45417, -3.77405, 2.00058)  0.0741
C (-2.05412, -2.89694, 0.86738)  -0.6881
N (-2.34866, -1.48236, 1.09999)  0.3548
C (-3.79651, -1.33682, 1.39389)  -0.8687
N (-4.24066, -2.15913, 2.54993)  0.0000
C (-3.45234, -1.72924, 3.70582)  -0.6923
C (-3.88193, -3.58304, 2.24080)  -0.6886
H (-0.55884, -1.18534, 2.15409)  -0.3117
H (-1.83735, -0.01157, 2.47578)  0.4214
H (-1.94152, -3.83670, 4.08564)  0.3506
H (-0.64478, -3.38459, 2.93057)  0.2114
H (-2.61805, -3.19771, -0.02563)  0.3035
H (-0.97458, -2.98937, 0.74614)  0.2198
H (-4.36890, -1.70308, 0.53975)  0.3675
H (-4.01968, -0.29723, 1.61860)  0.3780
H (-3.77995, -2.31259, 4.56731)  0.2979
H (-3.67039, -0.66197, 3.88236)  0.3844
H (-4.44479, -3.85794, 1.34190)  0.3493
H (-4.22245, -4.22074, 3.05608)  0.3128
C (3.46028, -3.92084, 2.23113)  -1.2795
P (3.23978, -2.25679, 1.61668)  1.1931
C (2.96019, -1.21114, 3.07199)  -1.0145
C (4.88874, -1.86782, 0.98163)  -1.1122
O (2.12486, -2.02875, 0.65037)  -0.6105
H (4.31738, -4.02668, 2.90157)  0.3882
H (3.50999, -4.56871, 1.33534)  0.3503
H (2.53432, -4.21609, 2.77044)  0.3037
H (3.64856, -1.35849, 3.89055)  0.4272
H (1.94746, -1.46205, 3.42370)  0.2379
H (2.87245, -0.18004, 2.73568)  0.2316
H (5.71458, -1.95906, 1.65600)  0.4527
H (4.85750, -0.79738, 0.67524)  0.1214
H (5.09964, -2.48539, 0.08326)  0.3546

Properties
E, eV: -90970.5065
Relative energy (zero: lowest compared OMol25 entry of this formula, charge and spin), eV: 0.426
HOMO level, Ha: -0.2515

6.
# C5H8O2

A structure of composition C5H8O2 in a non-equilibrium geometry (ωB97M-V/def2-TZVPD, the OMol25 dataset).

Last column: Mulliken charge in e.
Atoms and positions in Å:
O (2.07647, 0.61792, 0.07850)  -0.5187
C (1.51424, -0.67168, 0.26273)  -0.6473
C (0.06123, -0.37312, 0.57691)  0.0583
C (-0.46050, 0.98515, -0.05444)  -0.5980
C (-1.85783, 0.35022, -0.16609)  -0.5464
C (-1.06490, -0.94669, -0.26356)  0.4989
O (-1.07384, -1.84065, -1.06957)  -0.5757
H (2.58458, 0.66188, -0.73787)  0.2935
H (2.06028, -1.16714, 1.07660)  0.2620
H (1.57662, -1.32530, -0.62128)  0.3254
H (-0.17667, -0.41568, 1.65114)  0.2938
H (-0.32908, 1.89986, 0.52655)  0.3740
H (-0.04457, 1.16793, -1.05564)  0.2162
H (-2.50782, 0.59691, -1.00284)  0.3175
H (-2.35820, 0.46038, 0.79886)  0.2466

Properties
E, eV: -9408.2006
Relative energy (zero: lowest compared OMol25 entry of this formula, charge and spin), eV: 1.632
HOMO level, Ha: -0.3470

7.
# C4H6ClNO3

An isolated molecule of C4H6ClNO3 in a non-equilibrium geometry (ωB97M-V/def2-TZVPD, the OMol25 dataset).

Last column: Mulliken charge in e.
Atoms and positions in Å:
C (0.28517, -0.72146, -0.37948)  0.0946
C (0.21715, -1.25574, -1.61616)  -0.1505
C (-0.83129, 2.20149, 1.41697)  -1.2366
C (0.02136, 0.95714, 1.24204)  -0.2217
N (0.69972, -2.58192, -1.85375)  1.0337
O (1.16512, -3.17271, -0.89688)  -0.6198
O (0.61834, -3.02701, -2.97240)  -0.5891
O (-0.15287, 0.48908, -0.09404)  -0.2826
Cl (-0.42758, -0.44269, -2.98528)  -0.1319
H (0.71748, -1.32982, 0.41253)  0.4084
H (-0.54722, 2.95006, 0.68301)  0.3139
H (-1.88080, 1.95944, 1.27698)  0.3178
H (-0.68925, 2.60761, 2.41370)  0.3886
H (-0.27643, 0.17575, 1.95098)  0.3556
H (1.08109, 1.19077, 1.40180)  0.3195

Properties
E, eV: -24396.4778
SMILES string: CCO/C=C(\Cl)[N+](=O)[O-]
Relative energy (zero: lowest compared OMol25 entry of this formula, charge and spin), eV: 3.605
HOMO level, Ha: -0.3503

- What is the HOMO level in the sixth record?
  -0.3470 Ha

- The lowest E belongs to which entry?
  C31H26BaClN6O7S2Se2

- Among the records above, which one has the lowest HOMO level?
  HN3O5S

- What is the formula in the third record?
  C3H5N3